No. 1
Entry from the OMol25 dataset: a structure of composition C28H25Cl5NOSn at a distorted geometry (wB97M-V/def2-TZVPD).

Computed properties:
F_max ... 3.328 eV/A
E_HOMO ... -0.0941 hartree
Total charge ... -1
Orbital gap ... 4.8 eV

Element x y z (Å)
C: -2.703 0.239 3.013
C: -2.356 1.444 2.350
C: -2.365 1.224 0.953
H: -2.195 2.409 2.826
C: -2.741 -0.115 0.695
C: -3.003 -0.744 1.980
H: -2.963 -0.545 -0.278
C: 1.470 -0.407 3.094
C: 1.196 0.997 3.227
C: 1.589 1.632 2.044
H: 0.829 1.502 4.120
C: 2.134 0.656 1.164
C: 2.055 -0.607 1.795
H: -2.202 1.985 0.196
H: -3.479 -1.713 2.146
H: -2.885 0.108 4.081
H: 2.453 -1.546 1.398
H: 1.596 2.708 1.826
H: 1.449 -1.127 3.920
Sn: -0.771 -1.250 2.194
C: 2.859 0.960 -0.121
C: 4.322 0.536 0.083
C: 2.867 2.474 -0.438
H: 4.766 1.177 0.858
H: 4.899 0.677 -0.839
H: 4.417 -0.507 0.408
H: 3.373 3.051 0.344
H: 1.840 2.839 -0.553
H: 3.382 2.629 -1.397
C: 2.184 0.183 -1.279
C: 1.031 0.908 -1.954
H: 1.819 -0.808 -0.968
H: 2.919 0.017 -2.076
O: 0.459 1.899 -1.492
N: 0.709 0.402 -3.166
C: -0.650 0.402 -3.707
H: 1.301 -0.345 -3.504
C: -1.452 1.606 -3.305
C: -2.791 1.410 -2.977
H: -3.196 0.397 -3.032
C: -3.575 2.489 -2.560
H: -4.619 2.315 -2.298
C: -3.027 3.774 -2.484
H: -3.644 4.619 -2.166
C: -1.675 3.967 -2.795
H: -1.215 4.948 -2.683
C: -0.887 2.889 -3.203
H: 0.153 3.080 -3.456
H: -1.133 -0.511 -3.315
H: -0.571 0.322 -4.805
Cl: -0.888 -3.448 4.286
C: -0.484 -4.179 2.757
C: -0.378 -3.341 1.658
C: -0.094 -3.842 0.392
Cl: 0.106 -2.732 -0.931
C: 0.026 -5.235 0.202
Cl: 0.204 -5.879 -1.376
C: -0.036 -6.089 1.338
Cl: 0.222 -7.761 1.152
C: -0.292 -5.563 2.638
Cl: -0.358 -6.582 4.018

=====

No. 2
Entry from the OMol25 dataset: a cluster of 6 separate species, C44H68ClN5O11P in total at a distorted geometry (wB97M-V/def2-TZVPD).

Computed properties:
F_max ... 4.287 eV/A
E_HOMO ... -0.3948 hartree
Total charge ... +1
Orbital gap ... 8.6 eV

Element x y z (Å)
C: -2.984 -0.451 1.849
C: -2.312 -0.508 0.857
N: -1.572 -0.506 -0.399
C: -0.595 -1.639 -0.118
C: -1.256 -2.858 0.588
N: -0.514 -3.583 1.316
C: -0.958 0.847 -0.433
C: 0.039 1.234 0.683
C: 1.549 0.854 0.390
C: 2.144 0.073 1.623
O: 1.737 0.111 -0.807
C: 2.790 0.614 -1.634
C: 2.656 -0.127 -2.987
C: 2.749 0.626 -4.177
C: 2.617 0.018 -5.449
C: 2.416 -1.382 -5.484
C: 2.311 -2.135 -4.286
C: 2.419 -1.522 -3.019
C: -2.053 1.991 -0.461
O: -2.369 2.527 0.849
C: -2.151 3.835 0.828
N: -1.801 4.930 0.971
C: -3.335 1.644 -1.332
C: -4.619 1.386 -0.470
Cl: -3.738 3.275 -2.089
C: -3.036 0.468 -2.361
C: -4.423 0.213 -3.049
C: -4.949 1.125 -4.047
C: -6.203 0.814 -4.574
C: -6.942 -0.335 -4.203
N: -6.474 -1.168 -3.281
C: -5.287 -0.857 -2.756
P: -1.849 0.846 -3.757
O: -2.331 0.388 -5.065
O: -0.406 0.005 -3.622
O: -1.413 2.419 -3.920
C: -2.579 -0.800 -1.504
C: -2.298 -1.978 -2.484
C: -3.031 -3.337 -2.170
O: -3.929 -3.641 -3.253
C: -2.024 -4.554 -2.121
N: -2.385 -5.574 -1.109
H: -3.769 -0.197 2.559
H: 0.144 -1.355 0.661
H: 0.020 -1.918 -0.988
H: -2.311 -3.156 0.470
H: -1.114 -4.328 1.687
H: -0.394 1.020 -1.373
H: -0.182 0.819 1.689
H: 0.099 2.332 0.850
H: 2.186 1.767 0.321
H: 1.802 0.572 2.548
H: 1.930 -1.013 1.583
H: 3.246 0.184 1.575
H: 3.796 0.475 -1.184
H: 2.573 1.687 -1.839
H: 2.934 1.711 -4.118
H: 2.686 0.583 -6.387
H: 2.332 -1.882 -6.462
H: 2.141 -3.217 -4.399
H: 2.316 -2.128 -2.109
H: -1.540 2.818 -0.998
H: -5.540 1.534 -1.066
H: -4.674 0.368 -0.046
H: -4.713 2.101 0.365
H: -4.389 2.020 -4.354
H: -6.636 1.498 -5.322
H: -7.914 -0.541 -4.680
H: -4.999 -1.586 -1.975
H: 0.340 0.607 -3.458
H: -0.449 2.528 -3.919
H: -3.500 -1.094 -0.961
H: -2.711 -1.744 -3.496
H: -1.227 -2.158 -2.715
H: -3.680 -3.286 -1.265
H: -4.533 -4.333 -2.941
H: -1.850 -4.967 -3.134
H: -1.040 -4.095 -1.821
H: -1.500 -5.907 -0.727
H: -2.893 -5.107 -0.362
C: -5.779 -8.578 -3.538
C: -5.682 -7.226 -4.196
O: -5.230 -6.269 -3.607
C: -6.171 -7.112 -5.617
H: -5.393 -8.512 -2.522
H: -6.821 -8.898 -3.498
H: -5.185 -9.305 -4.093
H: -7.230 -7.369 -5.668
H: -5.594 -7.776 -6.263
H: -6.042 -6.087 -5.962
C: -7.634 4.510 0.399
C: -7.769 3.236 1.193
O: -7.079 2.267 0.952
C: -8.794 3.216 2.296
H: -6.861 4.384 -0.359
H: -8.577 4.742 -0.097
H: -7.347 5.331 1.059
H: -9.789 3.391 1.883
H: -8.558 3.980 3.038
H: -8.783 2.241 2.781
C: 2.099 1.002 6.594
C: 3.234 1.308 5.648
O: 3.048 1.410 4.454
C: 4.604 1.481 6.247
H: 1.173 0.904 6.029
H: 2.293 0.064 7.117
H: 1.986 1.814 7.314
H: 4.906 0.562 6.754
H: 4.599 2.315 6.952
H: 5.322 1.696 5.455
C: 9.050 3.060 4.203
C: 8.370 1.717 4.209
O: 7.163 1.616 4.147
C: 9.255 0.500 4.297
H: 8.296 3.845 4.137
H: 9.616 3.193 5.124
H: 9.715 3.137 3.342
H: 9.832 0.525 5.223
H: 9.929 0.467 3.439
H: 8.637 -0.397 4.292
C: 12.139 5.515 5.387
C: 12.435 4.092 5.790
O: 11.994 3.155 5.162
C: 13.301 3.885 7.006
H: 11.508 5.516 4.499
H: 11.612 6.029 6.193
H: 13.069 6.038 5.156
H: 12.824 4.328 7.883
H: 14.281 4.337 6.846
H: 13.431 2.818 7.180

=====

No. 3
Entry from the OMol25 dataset: the ion C4H11BrNO with charge +1 at a distorted geometry (wB97M-V/def2-TZVPD).

Computed properties:
F_max ... 5.611 eV/A
ΔE to the lowest compared entry with this formula, charge and spin ... 35.9 kcal/mol
E_HOMO ... -0.5309 hartree
SMILES ... C[C@@H](O)C[C@H]([NH3+])Br
Total charge ... +1
Orbital gap ... 11.1 eV

Element x y z (Å)
C: -0.166 0.118 1.778
C: 1.145 -0.548 -0.230
C: -0.070 -0.905 0.648
C: 0.899 0.833 -1.134
N: -0.279 0.757 -2.033
O: -1.261 -0.958 -0.093
Br: 2.453 1.318 -2.329
H: -0.408 1.030 1.358
H: 0.651 0.339 2.311
H: -0.826 -0.304 2.614
H: 1.421 -1.165 -1.070
H: 2.043 -0.344 0.226
H: 0.129 -1.966 0.854
H: 0.813 1.510 -0.315
H: -1.004 0.177 -1.348
H: -0.704 1.475 -2.574
H: -0.273 0.037 -2.728
H: -1.947 -0.863 0.631

=====

No. 4
Entry from the OMol25 dataset: the molecule C9H10N2O at a distorted geometry (wB97M-V/def2-TZVPD).

Computed properties:
F_max ... 8.411 eV/A
ΔE to the lowest compared entry with this formula, charge and spin ... 150.6 kcal/mol
E_HOMO (alpha / beta) ... -0.2892 / -0.2889 hartree
SMILES ... C=C=C(C)n1ccc(=O)c(C)n1
Orbital gap (alpha / beta) ... 7.4 / 7.4 eV

Element x y z (Å)
C: 1.960 1.501 0.174
C: -1.586 -1.944 0.442
C: -0.331 -1.440 0.806
C: -2.382 -1.416 -0.625
C: -1.780 -0.023 -0.870
C: 2.612 2.487 -0.404
C: 1.513 0.011 0.468
C: -2.587 1.185 -1.350
C: 2.458 -0.872 1.292
N: -0.596 0.416 -0.574
N: 0.232 -0.373 0.148
O: -3.253 -2.111 -1.154
H: -1.922 -2.779 1.059
H: 0.119 -1.817 1.631
H: 2.550 3.513 0.002
H: 3.335 2.464 -1.243
H: -2.218 2.129 -0.892
H: -3.560 0.969 -0.979
H: -2.615 1.270 -2.436
H: 2.908 -1.683 0.692
H: 1.938 -1.347 2.067
H: 3.204 -0.140 1.745

=====

Q: F_max of number 3 (C4H11BrNO)?
A: 5.611 eV/A